Molecular formula: C36H41MgN7O3PS
Method: DFT, ωB97M-V/def2-TZVPD

ORCA input file:
```
! RIJCOSX wB97M-V def2-TZVPD def2/J DEFGRID3
* xyz 1 1
Mg -0.61 -0.37 0.69
C 1.97 -1.94 3.52
C 0.81 -1.86 2.58
N -0.21 -1.11 2.79
N -0.20 -0.31 3.88
C -1.32 0.00 4.57
N -1.19 1.00 5.48
S -2.75 -0.81 4.40
C 0.66 -2.75 1.42
C 1.47 -3.85 1.19
C 1.12 -4.75 0.20
C -0.03 -4.53 -0.52
C -0.74 -3.35 -0.29
N -0.39 -2.47 0.63
H 1.59 -1.99 4.54
H 2.59 -2.81 3.35
H 2.58 -1.05 3.43
H 0.68 0.17 4.08
H -0.28 1.32 5.76
H -1.92 1.05 6.17
H 2.35 -4.04 1.79
H 1.74 -5.62 0.00
H -0.36 -5.22 -1.28
H -1.62 -3.11 -0.87
N -1.86 -0.49 -1.25
C -1.34 -0.31 -2.56
C -2.18 -0.23 -3.67
C -1.66 -0.06 -4.93
C -0.28 0.02 -5.12
C 0.56 -0.07 -4.03
C 0.04 -0.21 -2.74
P 1.10 -0.62 -1.31
C 1.90 -2.08 -2.10
C 3.23 -2.43 -1.92
C 3.74 -3.58 -2.50
C 2.94 -4.40 -3.28
C 1.61 -4.06 -3.47
C 1.09 -2.92 -2.88
C 2.46 0.58 -1.29
C 2.55 1.68 -2.13
C 3.61 2.56 -2.00
C 4.59 2.35 -1.04
C 4.49 1.27 -0.18
C 3.42 0.39 -0.30
H -2.82 -0.83 -1.28
H -1.89 0.43 -0.81
H -3.25 -0.31 -3.53
H -2.32 0.02 -5.78
H 0.12 0.13 -6.12
H 1.63 -0.09 -4.18
H 3.89 -1.79 -1.35
H 4.78 -3.83 -2.36
H 3.34 -5.28 -3.74
H 0.96 -4.67 -4.09
H 0.05 -2.66 -3.04
H 1.78 1.87 -2.87
H 3.69 3.41 -2.67
H 5.42 3.03 -0.95
H 5.23 1.11 0.59
H 3.33 -0.44 0.40
O -0.59 1.81 -0.54
C 0.25 2.08 0.32
C 0.97 3.40 0.45
C 1.90 3.15 1.64
C 1.52 1.75 2.10
O 1.97 1.21 3.10
N 0.61 1.20 1.26
H 0.26 4.20 0.62
H 1.50 3.62 -0.48
H 1.77 3.87 2.45
H 2.95 3.16 1.35
O -2.19 0.43 1.34
C -3.01 1.15 1.92
C -2.67 2.49 2.48
C -3.01 3.46 1.30
C -4.37 3.31 0.61
C -4.53 2.05 -0.28
C -4.91 0.79 0.52
N -4.34 0.91 1.86
H -1.61 2.57 2.72
H -3.27 2.72 3.36
H -2.24 3.35 0.54
H -2.94 4.48 1.69
H -4.48 4.18 -0.05
H -5.19 3.36 1.33
H -3.59 1.90 -0.81
H -5.30 2.24 -1.03
H -4.51 -0.12 0.05
H -5.99 0.68 0.62
H -4.88 1.51 2.46
*
```

Calculated values
Largest force on an atom ... 1.31 eV/Å
Kohn-Sham gap ... 7.555 eV
Relative energy (zero: lowest compared OMol25 entry of this formula, charge and spin) ... 49.80 kJ/mol

Molecular formula: C36H41N5NiSe
Method: DFT, ωB97M-V/def2-TZVPD

ORCA input file:
```
! RIJCOSX wB97M-V def2-TZVPD def2/J DEFGRID3
* xyz -2 3
Ni -0.51 -0.64 -0.51
N 0.51 -3.40 3.59
N -1.19 -3.06 -2.34
C 0.50 1.75 -0.57
C 1.62 0.92 -0.24
C 1.74 0.90 1.20
C 2.66 0.17 1.93
H 3.34 -0.50 1.40
H 1.63 -1.25 2.70
H 2.98 0.52 2.91
C 0.55 1.54 1.73
C 0.20 1.57 3.15
H 1.00 2.00 3.76
H 0.02 0.56 3.53
H -0.72 2.14 3.32
C -0.18 2.09 0.66
C -1.37 2.95 0.80
H -2.21 2.40 1.27
H -1.72 3.31 -0.18
H -1.16 3.84 1.41
C 2.72 0.50 -1.13
H 3.61 1.14 -1.02
H 2.42 0.54 -2.18
H 3.04 -0.53 -0.91
C 0.43 2.57 -1.80
H -0.59 2.95 -1.96
H 0.72 1.98 -2.67
H 1.10 3.46 -1.77
C -0.22 -4.40 4.06
H 0.05 -4.90 4.99
C -1.40 -4.87 3.40
H -2.02 -5.61 3.86
C -1.75 -4.31 2.17
H -2.67 -4.56 1.65
C -0.86 -3.41 1.60
H -1.02 -3.05 0.60
C 0.21 -2.86 2.35
C 0.77 -1.61 2.03
H 0.70 -1.26 0.97
C -0.96 -1.74 -2.13
C -0.33 -3.46 -3.30
H 0.05 -4.46 -3.41
C 0.05 -2.37 -4.04
H 0.39 -2.34 -5.06
N -0.46 -1.26 -3.38
C -0.46 0.06 -3.89
C 0.55 0.42 -4.80
C 0.30 1.49 -5.66
H 1.04 1.69 -6.44
C -0.86 2.27 -5.56
C -1.09 3.37 -6.54
H -1.64 4.19 -6.08
H -1.65 3.05 -7.42
H -0.13 3.76 -6.89
C -1.79 1.96 -4.57
H -2.71 2.52 -4.46
C -1.62 0.86 -3.72
C -2.69 0.55 -2.72
H -2.97 -0.51 -2.69
H -3.57 1.14 -3.01
H -2.43 0.87 -1.69
C 1.86 -0.30 -4.93
H 1.77 -1.29 -5.38
H 2.44 -0.40 -4.01
H 2.47 0.28 -5.65
C -4.77 0.49 2.37
N -3.69 -0.13 3.12
C -2.53 -0.51 2.52
Se -2.47 -0.60 0.66
N -1.72 -0.93 3.54
C -2.40 -0.93 4.76
C -1.94 -1.20 6.03
C -2.80 -0.87 7.09
C -4.05 -0.25 6.84
C -4.48 0.03 5.54
C -3.65 -0.38 4.50
H -4.39 1.37 1.85
H -5.56 0.78 3.06
H -5.16 -0.21 1.62
H -0.71 -1.07 3.47
H -0.96 -1.66 6.14
H -2.50 -1.09 8.11
H -4.67 0.02 7.70
H -5.42 0.55 5.30
*
```

Calculated values
⟨S²⟩ ... 2.03
Largest force on an atom ... 3.89 eV/Å
Kohn-Sham gap (alpha / beta) ... 3.336 / 4.125 eV

Molecular formula: C36H42As2CdF3O11S
Method: DFT, ωB97M-V/def2-TZVPD

ORCA input file:
```
! RIJCOSX wB97M-V def2-TZVPD def2/J DEFGRID3
* xyz 1 1
Cd 0.03 -0.46 -0.46
C 5.80 2.41 0.42
O 4.37 2.30 0.31
C 3.71 2.46 1.46
O 4.24 2.69 2.51
C 2.23 2.23 1.30
C 1.39 2.70 2.24
As 1.80 4.60 2.53
C 0.40 5.29 3.70
C 0.88 4.85 0.76
C 0.81 4.00 -0.27
As 1.24 2.06 -0.36
C 2.47 2.07 -1.86
C 0.18 4.37 -1.57
O -0.34 3.53 -2.28
O 0.26 5.66 -1.86
C -0.43 6.08 -3.05
C 0.21 6.20 0.68
O -0.98 6.28 0.84
O 0.96 7.29 0.54
C 2.35 7.15 0.20
C -0.05 2.29 2.32
O -0.98 3.05 2.36
O -0.17 0.97 2.57
C -1.47 0.59 3.06
H 6.18 2.28 -0.59
H 6.19 1.64 1.08
H 6.07 3.39 0.81
H 0.54 4.83 4.68
H -0.60 5.10 3.32
H 0.58 6.36 3.79
H 3.19 2.88 -1.77
H 1.86 2.19 -2.75
H 2.99 1.12 -1.90
H -0.21 7.13 -3.16
H -1.50 5.92 -2.93
H -0.07 5.51 -3.91
H 2.65 8.12 -0.18
H 2.49 6.39 -0.57
H 2.94 6.91 1.09
H -1.54 -0.48 2.93
H -2.26 1.09 2.51
H -1.54 0.85 4.12
F 3.91 -9.19 -0.83
C 2.68 -9.02 -1.36
F 2.72 -9.47 -2.62
F 1.85 -9.82 -0.67
C 2.25 -7.58 -1.28
C 1.80 -6.90 -2.41
C 1.39 -5.58 -2.30
C 1.42 -4.93 -1.07
C 1.88 -5.63 0.06
C 2.29 -6.94 -0.05
C 0.99 -3.57 -0.95
C 0.63 -2.41 -0.86
H 1.78 -7.41 -3.36
H 1.04 -5.05 -3.17
H 1.92 -5.12 1.01
H 2.65 -7.47 0.82
C -0.86 -3.19 2.23
C -1.89 -2.77 1.22
O -1.82 -1.68 0.66
C -2.97 -3.72 0.87
C -3.65 -3.54 -0.34
C -4.66 -4.42 -0.70
C -5.00 -5.47 0.14
C -4.33 -5.65 1.34
C -3.31 -4.79 1.70
H -0.02 -2.50 2.21
H -0.52 -4.20 2.04
H -1.31 -3.18 3.23
H -3.36 -2.73 -0.99
H -5.18 -4.29 -1.64
H -5.79 -6.16 -0.14
H -4.59 -6.47 1.99
H -2.78 -4.94 2.63
C 3.77 -1.30 -0.15
O 2.73 -0.59 0.54
H 3.45 -2.31 -0.40
H 4.68 -1.33 0.45
H 3.97 -0.75 -1.06
H 2.66 -0.96 1.43
O -1.57 0.56 -1.61
S -2.72 1.03 -0.70
C -3.27 2.62 -1.37
C -4.79 2.53 -1.39
C -5.11 1.15 -1.97
C -4.21 0.15 -1.25
H -2.83 2.66 -2.36
H -2.87 3.42 -0.75
H -5.22 3.34 -1.97
H -5.19 2.61 -0.37
H -4.90 1.14 -3.04
H -6.16 0.89 -1.84
H -3.83 -0.65 -1.89
H -4.67 -0.29 -0.37
*
```

Calculated values
Largest force on an atom ... 0.65 eV/Å
Kohn-Sham gap ... 7.393 eV
Relative energy (zero: lowest compared OMol25 entry of this formula, charge and spin) ... 0.00 kJ/mol

Molecular formula: C36H42As2Cl2GeN3O9Pd
Method: DFT, ωB97M-V/def2-TZVPD

ORCA input file:
```
! RIJCOSX wB97M-V def2-TZVPD def2/J DEFGRID3
* xyz 2 2
Pd -1.06 -0.48 -1.41
C -0.22 2.29 2.37
O -1.13 3.32 2.73
C -2.38 3.46 2.25
O -3.06 4.34 2.71
C -2.95 2.56 1.17
C -4.26 2.35 1.23
As -5.32 1.37 -0.10
C -6.79 0.81 1.05
C -3.92 -0.16 -0.16
C -2.91 0.48 -1.11
As -1.84 1.95 -0.34
C -2.21 3.52 -1.45
C -3.43 0.65 -2.52
O -4.49 0.21 -2.92
O -2.58 1.33 -3.28
C -3.00 1.56 -4.64
C -3.34 -0.36 1.25
O -2.15 -0.36 1.49
O -4.29 -0.56 2.14
C -3.89 -0.65 3.53
C -5.09 2.75 2.44
O -5.10 2.03 3.40
O -5.95 3.76 2.33
C -5.77 4.72 1.27
H 0.55 2.30 3.14
H 0.25 2.49 1.41
H -0.71 1.32 2.35
H -7.22 1.72 1.45
H -6.49 0.16 1.86
H -7.54 0.34 0.41
H -3.27 3.57 -1.68
H -1.62 3.49 -2.35
H -1.93 4.39 -0.85
H -2.27 2.24 -5.06
H -3.99 2.01 -4.66
H -3.02 0.62 -5.19
H -4.74 -0.30 4.10
H -3.03 -0.02 3.72
H -3.66 -1.69 3.76
H -6.57 5.43 1.39
H -5.85 4.25 0.29
H -4.81 5.21 1.38
C -2.32 -3.01 -2.95
Ge -1.82 -2.77 -1.09
C -0.76 -4.27 -0.49
C 0.08 -4.31 0.63
C 0.78 -5.46 0.94
C 0.65 -6.60 0.15
C -0.19 -6.57 -0.96
C -0.88 -5.41 -1.28
C -3.59 -2.61 -0.14
C -4.47 -1.58 -0.72
C -5.92 -1.73 -0.48
C -6.40 -2.60 0.42
C -5.49 -3.40 1.19
C -5.96 -4.21 2.22
C -5.09 -4.97 2.96
C -3.70 -4.97 2.71
C -3.20 -4.21 1.70
C -4.07 -3.39 0.90
H -3.09 -3.78 -3.05
H -1.43 -3.32 -3.50
H -2.71 -2.09 -3.38
H 0.15 -3.45 1.28
H 1.42 -5.48 1.81
H 1.20 -7.50 0.39
H -0.30 -7.46 -1.57
H -1.52 -5.42 -2.16
H -4.32 -1.50 -1.79
H -6.58 -1.11 -1.08
H -7.46 -2.71 0.59
H -7.02 -4.24 2.43
H -5.48 -5.59 3.76
H -3.04 -5.57 3.32
H -2.15 -4.20 1.50
Cl 1.05 1.34 -2.17
C 1.21 0.75 -3.86
Cl -0.11 -0.34 -4.29
H 2.14 0.21 -3.94
H 1.18 1.61 -4.51
C 3.86 -2.19 2.01
N 2.79 -1.90 1.07
C 2.77 -2.28 -0.34
C 1.39 -1.80 -0.73
O 0.84 -1.94 -1.83
N 0.79 -1.20 0.30
C 1.63 -1.30 1.34
N 1.28 -0.86 2.55
H 4.47 -3.00 1.60
H 3.45 -2.54 2.96
H 4.50 -1.33 2.18
H 2.88 -3.36 -0.48
H 3.54 -1.76 -0.91
H 0.36 -0.48 2.65
H 1.90 -0.90 3.34
*
```

Calculated values
⟨S²⟩ ... 0.76
Largest force on an atom ... 0.68 eV/Å
Kohn-Sham gap (alpha / beta) ... 5.596 / 5.845 eV
Relative energy (zero: lowest compared OMol25 entry of this formula, charge and spin) ... 0.00 kJ/mol

Q: Among the records above, which one has the lowest largest force on an atom?
A: C36H42As2CdF3O11S

Q: What is the largest force on an atom in the fourth record?
A: 0.68 eV/Å

Q: Which formula does entry 2 have?
A: C36H41N5NiSe